This record from the OMol25 dataset describes a molecular structure, C26H42Cl3InN4O4Si. The level of theory is wB97M-V/def2-TZVPD.

orbital gap = 8.08 eV
ΔE to the lowest compared entry with this formula, charge and spin = 0.00 kJ/mol

Each line ends with the Mulliken charge.
Positions of all 81 atoms, in Å:
C  3.452  6.717  1.495  -1.85
C  4.781  6.662  0.801  0.56
H  3.558  6.419  2.550  0.31
H  2.704  6.072  1.030  0.30
H  3.073  7.752  1.498  0.43
C  5.803  7.376  1.292  0.22
C  5.706  8.207  2.523  -1.49
H  6.754  7.446  0.766  0.45
H  5.409  7.608  3.393  0.29
H  4.983  9.027  2.410  0.32
H  6.678  8.657  2.743  0.38
In  1.481  2.500  -0.574  0.85
Cl  -0.823  2.617  -0.146  -0.48
Cl  2.014  4.080  -2.333  -0.52
C  2.060  0.809  -2.993  -0.40
O  2.055  0.764  -1.714  -0.19
N  2.922  0.114  -3.724  0.29
C  3.839  -0.831  -3.079  -0.88
C  3.155  0.465  -5.123  -0.87
H  1.341  1.438  -3.539  0.56
H  3.270  -1.499  -2.418  0.26
H  4.609  -0.310  -2.485  0.19
H  4.324  -1.409  -3.874  0.44
H  2.212  0.729  -5.610  0.35
H  3.607  -0.390  -5.628  0.33
H  3.828  1.328  -5.215  0.30
H  0.203  0.444  4.716  0.32
H  2.623  2.566  3.249  0.23
C  1.241  0.078  4.684  -0.86
C  2.942  1.634  3.743  -0.74
N  1.947  0.595  3.521  0.21
H  1.216  -1.019  4.660  0.31
C  1.546  0.239  2.286  0.08
O  1.946  0.727  1.219  -0.33
H  3.923  1.344  3.343  0.13
H  0.813  -0.587  2.275  -0.10
H  1.768  0.418  5.575  0.31
H  3.014  1.799  4.821  0.35
O  4.828  4.413  -0.087  -0.23
C  4.893  5.784  -0.449  0.25
C  7.403  5.749  -0.694  -0.30
C  6.151  5.980  -1.269  0.15
H  7.455  5.509  0.378  0.65
C  8.551  5.800  -1.488  -1.00
H  3.993  5.987  -1.046  0.30
C  6.028  6.266  -2.635  -0.23
H  9.512  5.573  -1.035  0.39
C  8.443  6.109  -2.852  -0.55
C  7.185  6.350  -3.412  -0.63
H  5.025  6.388  -3.056  0.37
H  9.339  6.120  -3.472  0.39
H  7.103  6.571  -4.476  0.38
Si  5.357  2.869  -0.489  0.40
Cl  2.841  3.515  1.240  -0.37
C  7.095  2.751  0.224  -1.27
C  5.410  2.768  -2.366  -0.78
C  4.693  1.229  0.162  -0.08
H  7.867  3.193  -0.423  0.33
H  7.346  1.688  0.369  0.43
H  7.122  3.244  1.208  0.24
H  4.349  1.262  1.197  -0.46
H  5.529  0.515  0.113  0.59
H  3.883  0.821  -0.455  -0.06
H  6.203  3.424  -2.753  0.42
H  4.456  3.091  -2.802  0.11
H  5.634  1.753  -2.723  0.40
N  -2.634  -5.628  0.522  -0.37
C  -1.952  -5.131  -0.562  0.29
O  -1.730  -5.800  -1.563  -0.61
C  -1.428  -3.735  -0.396  1.00
C  -1.391  -3.071  0.835  -0.84
C  -0.910  -1.749  0.881  -0.55
N  -0.417  -1.134  -0.193  -0.19
C  -0.405  -1.765  -1.367  -0.17
C  -0.919  -3.066  -1.519  -0.67
H  -3.091  -6.514  0.385  0.25
H  -3.032  -5.012  1.213  0.20
H  -1.692  -3.532  1.770  0.32
H  -0.937  -1.199  1.822  0.63
H  0.006  -1.237  -2.227  0.34
H  -0.898  -3.539  -2.493  0.44



This record from the OMol25 dataset describes a molecular structure, C26H42Cl3N4O4SiTi. The level of theory is wB97M-V/def2-TZVPD.

orbital gap (alpha / beta) = 3.11 / 7.27 eV
ΔE to the lowest compared entry with this formula, charge and spin = 0.00 kJ/mol
charge = -1
2S+1 = 3

Each line ends with the Löwdin spin population.
Positions of all 81 atoms, in Å:
C  -1.558  -1.794  -2.941  0.00
C  -1.156  -2.805  -1.915  0.00
H  -1.231  -2.095  -3.937  0.00
H  -1.122  -0.812  -2.713  0.00
H  -2.649  -1.663  -2.977  0.00
C  -0.615  -4.005  -2.188  0.00
C  -0.453  -4.586  -3.551  0.00
H  -0.282  -4.652  -1.372  0.00
H  -0.681  -3.875  -4.355  0.00
H  -1.108  -5.460  -3.687  0.00
H  0.573  -4.949  -3.696  0.00
Ti  -0.235  0.389  0.377  0.92
Cl  -2.446  0.614  0.849  0.03
Cl  -0.277  1.465  -1.631  0.03
H  0.557  4.762  3.770  0.00
H  -1.485  5.825  2.673  0.00
C  0.906  4.447  2.780  0.00
C  -1.087  5.484  1.708  0.00
N  -0.245  4.305  1.889  0.00
H  1.444  3.503  2.857  0.00
C  -0.521  3.160  1.283  0.00
O  0.231  2.140  1.383  0.00
H  -1.916  5.227  1.043  0.00
H  -1.442  3.106  0.686  0.00
H  1.571  5.227  2.391  0.00
H  -0.509  6.307  1.269  0.00
H  1.363  -1.391  -2.828  0.00
H  2.384  -3.596  -1.525  0.00
C  2.198  -0.857  -2.353  0.00
C  3.145  -2.853  -1.232  0.00
N  2.556  -1.526  -1.099  0.01
H  1.906  0.179  -2.172  0.00
C  2.449  -0.942  0.093  0.01
O  1.798  0.132  0.286  0.02
H  3.585  -3.145  -0.272  0.00
H  2.947  -1.449  0.937  0.00
H  3.064  -0.900  -3.029  0.00
H  3.923  -2.832  -2.007  0.00
O  -0.449  -1.349  -0.162  -0.01
C  -1.378  -2.363  -0.479  0.00
C  -0.042  -3.835  1.096  0.00
C  -1.278  -3.454  0.581  0.00
H  0.866  -3.368  0.698  0.00
C  0.020  -4.803  2.102  0.00
H  -2.385  -1.924  -0.438  0.00
C  -2.449  -4.059  1.043  0.00
H  0.991  -5.057  2.528  0.00
C  -1.142  -5.442  2.540  0.00
C  -2.380  -5.074  1.998  0.00
H  -3.398  -3.725  0.608  0.00
H  -1.085  -6.219  3.305  0.00
H  -3.293  -5.571  2.318  0.00
Si  -0.506  5.059  -5.023  0.00
Cl  -0.750  3.547  -6.434  0.00
C  1.325  5.100  -4.655  0.00
C  -1.597  4.551  -3.599  0.00
C  -1.068  6.664  -5.809  0.00
H  1.674  4.117  -4.309  0.00
H  1.551  5.845  -3.879  0.00
H  1.893  5.361  -5.560  0.00
H  -0.460  6.907  -6.693  0.00
H  -0.977  7.493  -5.093  0.00
H  -2.117  6.601  -6.131  0.00
H  -1.301  3.568  -3.202  0.00
H  -2.643  4.480  -3.933  0.00
H  -1.543  5.284  -2.782  0.00
N  1.526  -1.481  7.370  0.04
C  0.513  -1.982  6.586  0.11
O  -0.275  -2.814  7.022  0.10
C  0.447  -1.481  5.169  0.21
C  1.402  -0.642  4.583  0.07
C  1.225  -0.170  3.280  0.06
N  0.131  -0.445  2.541  0.20
C  -0.785  -1.261  3.090  0.07
C  -0.634  -1.848  4.349  0.09
H  1.509  -1.742  8.342  0.00
H  2.079  -0.675  7.124  0.00
H  2.292  -0.347  5.128  0.01
H  1.970  0.465  2.799  0.00
H  -1.692  -1.422  2.504  0.00
H  -1.370  -2.574  4.683  0.01



This record from the OMol25 dataset describes 5 unconnected molecules or ions with the total composition C26H42F3O18PS. The level of theory is wB97M-V/def2-TZVPD.

orbital gap = 6.99 eV

Each line ends with the Mulliken charge.
Positions of all 91 atoms, in Å:
C  2.747  -6.885  -3.981  -0.82
C  2.306  -6.216  -5.449  -0.35
O  2.694  -4.800  -5.540  -0.43
P  1.425  -3.752  -4.895  1.13
O  1.244  -4.068  -3.352  -0.72
C  2.001  -1.958  -5.201  -0.60
C  2.933  -1.333  -3.960  -0.36
O  2.177  -0.188  -3.431  -0.21
S  3.084  0.742  -2.327  0.61
O  4.623  0.662  -2.619  -0.58
O  2.959  0.105  -0.713  -0.29
C  2.935  1.355  0.116  -0.43
C  1.801  1.288  1.317  -0.35
C  0.452  2.168  1.010  0.45
F  -0.269  2.742  2.196  -0.29
C  -0.159  2.425  -0.324  0.13
F  0.029  3.748  -1.012  -0.22
F  -1.011  1.417  -1.013  -0.19
O  -0.004  -4.107  -5.864  -0.46
C  -0.945  -2.977  -5.864  -0.24
C  -1.343  -2.408  -4.378  -0.77
H  3.765  -6.363  -3.698  0.21
H  1.862  -6.646  -3.249  0.21
H  2.897  -8.037  -4.179  0.34
H  2.841  -6.816  -6.331  0.31
H  1.159  -6.425  -5.576  0.21
H  1.142  -1.184  -5.405  0.26
H  2.665  -1.970  -6.193  0.45
H  3.205  -2.155  -3.171  0.34
H  3.957  -1.030  -4.490  0.29
H  4.007  1.644  0.523  0.26
H  2.613  2.269  -0.581  0.37
H  1.487  0.143  1.403  0.19
H  2.287  1.688  2.325  0.32
H  -1.956  -3.371  -6.363  0.32
H  -0.589  -2.090  -6.579  0.18
H  -2.310  -1.739  -4.468  0.37
H  -1.637  -3.304  -3.659  0.25
H  -0.469  -1.782  -3.916  0.13
C  -1.512  -6.013  -10.259  -1.43
C  -0.814  -4.676  -10.405  0.46
C  0.453  -4.575  -9.610  -0.32
O  0.540  -3.188  -9.338  -0.28
C  -0.739  -2.707  -9.353  0.66
O  -1.063  -1.599  -8.965  -0.57
O  -1.607  -3.635  -9.858  -0.34
H  -1.897  -6.151  -9.243  0.34
H  -2.378  -6.060  -10.928  0.35
H  -0.842  -6.843  -10.502  0.37
H  -0.640  -4.452  -11.464  0.25
H  1.325  -4.910  -10.180  0.35
H  0.420  -5.117  -8.660  0.19
C  -1.989  1.090  3.886  -1.45
C  -1.903  -0.416  3.741  0.66
C  -2.915  -0.981  2.790  -0.49
O  -3.123  -2.288  3.297  -0.32
C  -2.842  -2.236  4.634  0.59
O  -3.101  -3.123  5.427  -0.56
O  -2.234  -1.056  4.962  -0.28
H  -2.920  1.389  4.378  0.32
H  -1.172  1.454  4.520  0.33
H  -1.922  1.590  2.915  0.42
H  -0.885  -0.714  3.464  0.16
H  -2.539  -1.023  1.764  0.31
H  -3.871  -0.447  2.797  0.30
C  -2.914  0.722  8.205  -1.20
C  -2.827  2.208  8.493  0.48
C  -3.943  3.000  7.879  -0.43
O  -3.347  4.268  7.672  -0.30
C  -2.005  4.050  7.532  0.62
O  -1.208  4.884  7.144  -0.58
O  -1.677  2.769  7.882  -0.32
H  -2.753  0.514  7.143  0.13
H  -2.128  0.187  8.751  0.36
H  -3.884  0.313  8.506  0.39
H  -2.760  2.382  9.573  0.25
H  -4.805  3.085  8.548  0.31
H  -4.280  2.609  6.914  0.27
C  1.750  6.408  7.482  -1.29
C  1.836  7.893  7.769  0.51
C  0.720  8.685  7.156  -0.39
O  1.317  9.953  6.949  -0.33
C  2.659  9.735  6.809  0.61
O  3.456  10.570  6.421  -0.56
O  2.987  8.455  7.159  -0.34
H  1.911  6.199  6.419  0.34
H  2.536  5.873  8.027  0.36
H  0.780  5.998  7.783  0.29
H  1.903  8.068  8.849  0.23
H  -0.141  8.770  7.825  0.31
H  0.384  8.294  6.190  0.29



| no. | total energy (eV) |
| --- | --- |
| 1 | -92417.1961 |
| 2 | -110363.2994 |
| 3 | -92764.8424 |